Record 1
The following is a quantum chemistry calculation of a 2-piece molecular cluster, C22H53FIN3O5SSi2 overall, from the Open Molecules 2025 dataset.

**Highest occupied orbital energy**: -8.48 eV
**SMILES string**: CCC[C@H](C)[Si@@](S)(OCCNC[C@@H](C)O)O[Si@@](I)(CCCN)C[C@@H](C)F.COCCNCCOC

CARTESIAN COORDINATES (ANGSTROEM)
C (-0.5857, 0.7351, 5.5360)
C (-1.2792, -0.2636, 4.5986)
C (-0.5282, -1.5960, 4.4206)
C (-0.8260, -2.3765, 3.1275)
C (-0.0945, -3.7344, 3.1740)
Si (-0.5014, -1.5039, 1.4898)
S (0.6394, -2.8037, 0.2720)
O (-1.8998, -1.2952, 0.6640)
C (-2.9030, -0.4252, 1.1749)
C (-4.2442, -0.6739, 0.4766)
N (-4.7681, 0.5367, -0.1408)
C (-5.1603, 1.5846, 0.7912)
C (-6.1902, 1.2010, 1.8763)
C (-5.6158, 1.0731, 3.2849)
O (-7.2346, 2.1856, 1.9386)
O (0.1106, 0.0214, 1.6839)
Si (1.5758, 0.7759, 1.7421)
I (2.7437, 0.6221, -0.4135)
C (1.1207, 2.5496, 1.9868)
C (0.4468, 3.2295, 0.7808)
C (1.3195, 4.2906, 0.0563)
N (2.7520, 4.2320, 0.3878)
C (2.7038, 0.2782, 3.1590)
C (3.6984, -0.8764, 3.0506)
C (3.8525, -1.7141, 4.3210)
F (3.2960, -1.7302, 2.0267)
H (-1.3120, 1.3569, 6.0650)
H (0.0992, 1.4030, 5.0010)
H (0.0064, 0.2082, 6.2983)
H (-2.2619, -0.4999, 5.0329)
H (-1.4841, 0.2087, 3.6348)
H (0.5536, -1.4715, 4.5442)
H (-0.8369, -2.2517, 5.2505)
H (-1.9076, -2.5985, 3.1351)
H (-0.4672, -4.4315, 2.4189)
H (0.9844, -3.6169, 3.0368)
H (-0.2423, -4.1987, 4.1587)
H (0.6118, -2.0105, -0.8015)
H (-2.9980, -0.5782, 2.2583)
H (-2.5965, 0.6167, 1.0184)
H (-4.0543, -1.4124, -0.3120)
H (-4.9554, -1.1396, 1.1811)
H (-5.5458, 0.3094, -0.7418)
H (-4.2519, 1.9783, 1.2657)
H (-5.5875, 2.4078, 0.2106)
H (-6.6189, 0.2280, 1.5879)
H (-6.3843, 1.3076, 4.0223)
H (-5.2453, 0.0594, 3.4651)
H (-4.7802, 1.7677, 3.4386)
H (-7.8682, 2.0007, 1.2591)
H (0.4090, 2.5192, 2.8297)
H (1.9949, 3.1145, 2.3195)
H (-0.4694, 3.7265, 1.1235)
H (0.1222, 2.4729, 0.0517)
H (0.9210, 5.2872, 0.2821)
H (1.1986, 4.1544, -1.0242)
H (3.0347, 5.0638, 0.8829)
H (3.3039, 4.2223, -0.4556)
H (3.2598, 1.2160, 3.3210)
H (2.0747, 0.1437, 4.0460)
H (4.6742, -0.4807, 2.7542)
H (3.4066, -2.6984, 4.1659)
H (4.9048, -1.8478, 4.5859)
H (3.3590, -1.2439, 5.1794)
C (0.3299, 0.9541, -4.8923)
O (1.7397, 0.9837, -4.8874)
C (2.3661, -0.0331, -4.1192)
C (2.9974, -1.1061, -4.9750)
N (1.9987, -1.9169, -5.6505)
C (2.4983, -2.8125, -6.6841)
C (3.3039, -2.2397, -7.8434)
O (2.5600, -1.4745, -8.7704)
C (2.2783, -0.1479, -8.3765)
H (-0.0099, 1.9149, -5.2750)
H (-0.0791, 0.1640, -5.5337)
H (-0.0678, 0.8161, -3.8818)
H (1.6525, -0.4673, -3.4115)
H (3.1589, 0.4491, -3.5424)
H (3.5915, -1.7526, -4.3198)
H (3.6949, -0.6107, -5.6650)
H (1.2824, -1.3191, -6.0369)
H (1.6376, -3.3333, -7.1103)
H (3.1187, -3.5754, -6.2001)
H (3.6869, -3.0899, -8.4125)
H (4.1745, -1.6669, -7.4972)
H (3.1196, 0.2973, -7.8360)
H (1.3848, -0.0738, -7.7490)
H (2.1027, 0.4256, -9.2859)

So, what does the Löwdin scheme give us? The charges, in e, come out as: number 1, C, carries -0.098; number 2, C, carries -0.256; number 3, C, carries -0.222; number 4, C, carries -0.384; number 5, C, carries -0.152; number 6, Si, carries 0.077; number 7, S, carries 0.584; number 8, O, carries -0.210; number 9, C, carries -0.227; number 10, C, carries -0.193; number 11, N, carries -0.070; number 12, C, carries -0.183; number 13, C, carries -0.411; number 14, C, carries -0.043; number 15, O, carries -0.047; number 16, O, carries -0.282; number 17, Si, carries 0.075; number 18, I, carries 0.661; number 19, C, carries -0.296; number 20, C, carries -0.263; number 21, C, carries -0.274; number 22, N, carries -0.024; number 23, C, carries -0.203; number 24, C, carries -0.429; number 25, C, carries -0.031; number 26, F, carries -0.104; number 27, H, carries 0.069; number 28, H, carries 0.054; number 29, H, carries 0.077; number 30, H, carries 0.109; number 31, H, carries 0.075; number 32, H, carries 0.097; number 33, H, carries 0.117; number 34, H, carries 0.119; number 35, H, carries 0.065; number 36, H, carries 0.056; number 37, H, carries 0.079; number 38, H, carries -0.195; number 39, H, carries 0.095; number 40, H, carries 0.118; number 41, H, carries 0.126; number 42, H, carries 0.107; number 43, H, carries 0.105; number 44, H, carries 0.107; number 45, H, carries 0.122; number 46, H, carries 0.132; number 47, H, carries 0.080; number 48, H, carries 0.072; number 49, H, carries 0.080; number 50, H, carries 0.075; number 51, H, carries 0.074; number 52, H, carries 0.066; number 53, H, carries 0.100; number 54, H, carries 0.073; number 55, H, carries 0.102; number 56, H, carries 0.103; number 57, H, carries 0.064; number 58, H, carries 0.055; number 59, H, carries 0.093; number 60, H, carries 0.062; number 61, H, carries 0.134; number 62, H, carries 0.079; number 63, H, carries 0.076; number 64, H, carries 0.075; number 65, C, carries -0.112; number 66, O, carries -0.189; number 67, C, carries -0.255; number 68, C, carries -0.214; number 69, N, carries -0.050; number 70, C, carries -0.202; number 71, C, carries -0.231; number 72, O, carries -0.179; number 73, C, carries -0.102; number 74, H, carries 0.088; number 75, H, carries 0.076; number 76, H, carries 0.088; number 77, H, carries 0.095; number 78, H, carries 0.078; number 79, H, carries 0.126; number 80, H, carries 0.105; number 81, H, carries 0.069; number 82, H, carries 0.121; number 83, H, carries 0.117; number 84, H, carries 0.121; number 85, H, carries 0.111; number 86, H, carries 0.088; number 87, H, carries 0.072; number 88, H, carries 0.088

---

Record 2
The following is a quantum chemistry calculation of a 2-piece molecular cluster, C6H14N2O2S overall, from the Open Molecules 2025 dataset.

**Energy above the lowest of the compared OMol25 structures with the same formula, charge and spin**: 428.51 kJ/mol
**Highest occupied orbital energy**: -8.09 eV

CARTESIAN COORDINATES (ANGSTROEM)
C (1.3390, 0.1150, 2.6054)
C (-2.2306, 0.3432, -0.7977)
C (-2.2194, -2.2086, -0.5931)
C (2.1824, 2.5105, -0.8255)
C (-0.2948, -1.0731, 0.0138)
C (-1.7284, -0.8678, -0.0027)
N (1.7296, 0.2630, 1.2502)
N (0.8394, 0.6255, 0.3453)
O (0.1706, 0.0049, 2.9711)
O (2.5991, 0.0027, -1.3177)
S (1.4691, 0.9014, -1.1982)
H (2.1661, 0.1441, 3.2484)
H (-1.9108, 1.1643, -0.2110)
H (-1.7731, 0.3070, -1.8025)
H (-3.2897, 0.1813, -0.9037)
H (-3.4091, -2.0383, -0.6161)
H (-1.8243, -3.0880, 0.0408)
H (-1.8404, -2.3027, -1.5485)
H (3.1189, 2.5092, -1.4849)
H (2.3666, 2.5147, 0.2735)
H (1.7157, 3.3571, -1.3664)
H (0.0996, -1.5700, 0.9257)
H (0.1826, -1.3231, -0.9858)
H (-2.1704, -0.7630, 0.9811)
H (2.7124, 0.2908, 0.9989)

So, what does the Löwdin scheme give us? The charges, in e, come out as: number 1, C, carries -0.286; number 2, C, carries -0.057; number 3, C, carries -0.072; number 4, C, carries -0.254; number 5, C, carries 0.003; number 6, C, carries -0.504; number 7, N, carries -0.102; number 8, N, carries -0.289; number 9, O, carries 0.010; number 10, O, carries -0.507; number 11, S, carries 0.813; number 12, H, carries 0.104; number 13, H, carries 0.064; number 14, H, carries 0.087; number 15, H, carries 0.069; number 16, H, carries 0.133; number 17, H, carries 0.112; number 18, H, carries 0.036; number 19, H, carries 0.070; number 20, H, carries 0.055; number 21, H, carries 0.051; number 22, H, carries 0.104; number 23, H, carries 0.104; number 24, H, carries 0.133; number 25, H, carries 0.126

---

Record 3
The following is a quantum chemistry calculation of a 3-piece molecular cluster, C34H38Br2ClF16N2O4 overall, from the Open Molecules 2025 dataset.

**Highest occupied orbital energy**: -11.02 eV
**Net charge**: +1

CARTESIAN COORDINATES (ANGSTROEM)
C (1.9193, 0.1881, 2.2858)
C (1.1560, 0.7374, 1.4681)
C (0.2690, 1.5403, 0.4200)
C (-1.2341, 1.5320, 0.9872)
N (-1.4436, 2.9623, 1.4214)
N (-0.7206, 3.4857, 2.4919)
C (-1.3076, 3.2339, 3.6195)
O (-1.9122, 3.2945, 4.6305)
C (-2.3297, 3.6353, 0.7240)
C (-2.8184, 5.1315, 0.8047)
Br (-3.4541, 5.6769, 2.6009)
C (-1.7041, 6.1353, 0.1945)
C (-0.4107, 6.2769, 1.1271)
Br (-1.0119, 5.4650, -1.5740)
C (-2.9058, 2.5933, -0.3592)
C (-2.4433, 1.0829, 0.0231)
C (-3.5239, 0.5642, 1.1170)
C (-4.8488, -0.0504, 0.4748)
C (-5.1846, -1.3892, 1.3193)
Cl (-4.3206, -2.8620, 0.6380)
C (-2.1390, 0.0859, -1.1770)
C (-2.4423, 0.6670, -2.6337)
C (-3.9841, 0.8673, -2.9684)
O (-1.9443, -0.3411, -3.5664)
C (-1.4105, 0.2805, -4.7602)
C (0.1844, 0.2416, -4.6830)
C (0.8881, 1.0003, -3.5781)
C (2.4133, 1.0104, -3.4539)
C (3.2067, 0.2303, -4.4781)
C (2.5383, -0.5450, -5.6094)
C (1.0256, -0.5184, -5.7187)
H (2.6205, 0.0861, 3.1714)
H (0.3848, 1.1554, -0.6368)
H (0.6855, 2.6040, 0.4486)
H (-1.2096, 0.9409, 1.9626)
H (-3.7205, 5.2475, 0.1090)
H (-2.1727, 7.1468, -0.0435)
H (-0.6615, 6.2533, 2.2407)
H (0.2306, 5.3482, 0.9187)
H (0.2488, 7.1630, 0.8448)
H (-4.0178, 2.8139, -0.3993)
H (-2.4812, 3.0412, -1.3237)
H (-3.8212, 1.4052, 1.8262)
H (-2.9747, -0.2423, 1.7201)
H (-4.7633, -0.3403, -0.6141)
H (-5.7567, 0.6167, 0.5992)
H (-6.3094, -1.5580, 1.4261)
H (-4.8009, -1.2841, 2.3944)
H (-1.0513, -0.2788, -1.2062)
H (-2.7589, -0.8758, -1.0872)
H (-1.8620, 1.6343, -2.8348)
H (-4.6398, -0.0231, -2.7215)
H (-4.0611, 1.0560, -4.0943)
H (-4.4525, 1.7875, -2.4697)
H (-1.6832, -0.3778, -5.6602)
H (-1.8301, 1.3125, -4.9729)
H (0.3218, 1.5944, -2.7978)
H (2.9284, 1.5853, -2.6276)
H (4.3443, 0.2023, -4.4256)
H (3.1346, -1.1333, -6.3759)
H (0.4476, -1.0450, -6.5411)
C (5.1754, 0.3258, 8.3448)
C (5.0979, 1.3214, 7.1706)
C (3.8567, 1.2136, 6.2866)
F (3.7604, 0.0139, 5.6782)
F (3.8978, 2.1420, 5.2947)
F (6.2279, 1.2222, 6.4320)
F (5.1120, 2.5752, 7.7116)
O (5.9739, -0.8422, 8.1447)
C (5.3602, -1.9396, 7.5130)
C (6.0184, -2.2888, 6.1752)
F (5.9542, -1.2538, 5.3074)
F (5.3854, -3.3326, 5.5878)
F (4.0344, -1.7202, 7.4027)
F (5.4968, -2.9820, 8.3632)
H (5.6820, 0.8557, 9.1555)
H (4.1901, 0.0813, 8.7497)
H (2.9438, 1.3872, 6.8636)
H (7.0699, -2.5508, 6.3136)
C (-0.7129, -4.8326, -5.4730)
C (-1.6187, -4.5098, -4.2686)
C (-1.0544, -3.5097, -3.2623)
F (0.0812, -3.9464, -2.6831)
F (-1.9419, -3.3007, -2.2527)
F (-1.9709, -5.6660, -3.6581)
F (-2.7756, -3.9834, -4.7716)
O (0.0573, -6.0336, -5.3949)
C (1.2976, -5.9590, -4.7345)
C (1.3507, -6.8440, -3.4858)
F (0.4085, -6.4860, -2.5858)
F (2.5499, -6.7265, -2.8660)
F (1.6009, -4.6715, -4.4771)
F (2.2200, -6.3890, -5.6263)
H (-1.3856, -5.0056, -6.3173)
H (-0.1039, -3.9772, -5.7773)
H (-0.8566, -2.5427, -3.7338)
H (1.1920, -7.8937, -3.7438)

So, what does the Löwdin scheme give us? The charges, in e, come out as: number 1, C, carries 0.099; number 2, C, carries -0.104; number 3, C, carries -0.087; number 4, C, carries -0.158; number 5, N, carries -0.054; number 6, N, carries 0.174; number 7, C, carries -0.168; number 8, O, carries 0.224; number 9, C, carries -0.143; number 10, C, carries -0.612; number 11, Br, carries 0.782; number 12, C, carries -0.666; number 13, C, carries -0.173; number 14, Br, carries 0.702; number 15, C, carries -0.038; number 16, C, carries -0.262; number 17, C, carries -0.139; number 18, C, carries -0.222; number 19, C, carries -0.551; number 20, Cl, carries 0.516; number 21, C, carries -0.043; number 22, C, carries -0.351; number 23, C, carries -0.028; number 24, O, carries -0.176; number 25, C, carries -0.165; number 26, C, carries -0.142; number 27, C, carries -0.037; number 28, C, carries -0.059; number 29, C, carries -0.071; number 30, C, carries -0.055; number 31, C, carries -0.028; number 32, H, carries 0.056; number 33, H, carries 0.090; number 34, H, carries 0.120; number 35, H, carries 0.153; number 36, H, carries 0.114; number 37, H, carries 0.108; number 38, H, carries 0.059; number 39, H, carries 0.053; number 40, H, carries 0.099; number 41, H, carries 0.137; number 42, H, carries 0.086; number 43, H, carries 0.130; number 44, H, carries 0.124; number 45, H, carries 0.077; number 46, H, carries 0.117; number 47, H, carries 0.088; number 48, H, carries 0.078; number 49, H, carries 0.134; number 50, H, carries 0.113; number 51, H, carries 0.126; number 52, H, carries 0.091; number 53, H, carries 0.097; number 54, H, carries 0.081; number 55, H, carries 0.133; number 56, H, carries 0.133; number 57, H, carries 0.070; number 58, H, carries 0.093; number 59, H, carries 0.099; number 60, H, carries 0.101; number 61, H, carries 0.098; number 62, C, carries -0.045; number 63, C, carries -0.437; number 64, C, carries -0.297; number 65, F, carries 0.078; number 66, F, carries 0.083; number 67, F, carries 0.133; number 68, F, carries 0.107; number 69, O, carries 0.040; number 70, C, carries -0.508; number 71, C, carries -0.274; number 72, F, carries 0.091; number 73, F, carries 0.100; number 74, F, carries 0.131; number 75, F, carries 0.150; number 76, H, carries 0.152; number 77, H, carries 0.146; number 78, H, carries 0.173; number 79, H, carries 0.178; number 80, C, carries -0.045; number 81, C, carries -0.430; number 82, C, carries -0.297; number 83, F, carries 0.095; number 84, F, carries 0.076; number 85, F, carries 0.131; number 86, F, carries 0.103; number 87, O, carries 0.040; number 88, C, carries -0.508; number 89, C, carries -0.275; number 90, F, carries 0.095; number 91, F, carries 0.099; number 92, F, carries 0.131; number 93, F, carries 0.146; number 94, H, carries 0.150; number 95, H, carries 0.137; number 96, H, carries 0.151; number 97, H, carries 0.177

---

Record 4
The following is a quantum chemistry calculation of one molecule with the formula C4H6N4O2, from the Open Molecules 2025 dataset.

**Energy above the lowest of the compared OMol25 structures with the same formula, charge and spin**: 367.67 kJ/mol
**Highest occupied orbital energy**: -10.02 eV
**SMILES string**: NCc1nc(C(N)=O)no1

CARTESIAN COORDINATES (ANGSTROEM)
N (-3.7740, 0.0672, 0.3153)
C (-2.7255, -0.7832, -0.2059)
C (-1.3694, -0.1829, -0.0270)
N (-0.2454, -0.7860, 0.2183)
C (0.6499, 0.2462, 0.2427)
C (2.1163, 0.0275, 0.4694)
N (2.7247, -0.6997, -0.4746)
O (2.8356, 0.9086, 0.9707)
N (0.1312, 1.3976, -0.0779)
O (-1.2062, 1.1291, -0.1836)
H (-4.6826, -0.2598, 0.0057)
H (-3.7822, 0.0674, 1.3308)
H (-2.6787, -1.7972, 0.2249)
H (-2.8722, -0.9084, -1.2897)
H (2.4087, -1.6490, -0.6276)
H (3.6835, -0.1581, -0.5848)

So, what does the Löwdin scheme give us? The charges, in e, come out as: number 1, N, carries 0.011; number 2, C, carries -0.199; number 3, C, carries -0.340; number 4, N, carries 0.191; number 5, C, carries -0.280; number 6, C, carries -0.474; number 7, N, carries 0.140; number 8, O, carries 0.034; number 9, N, carries 0.166; number 10, O, carries 0.048; number 11, H, carries 0.074; number 12, H, carries 0.081; number 13, H, carries 0.121; number 14, H, carries 0.132; number 15, H, carries 0.105; number 16, H, carries 0.188

---

Which value of highest occupied orbital energy does entry 1 give? -8.48 eV

---

Among the records above, which one has the highest highest occupied orbital energy? C6H14N2O2S

---

What is the formula in the second record? C6H14N2O2S